No. 1
Computed, not measured: a structure of composition C24H41CoNP2 at a distorted geometry, with ωB97M-V/def2-TZVPD.

## Properties
Gap between HOMO and LUMO (spin up / spin down) = 8.03 / 5.18 eV
Charge = +1
Relative energy (zero: lowest compared OMol25 entry of this formula, charge and spin) = 102.2 kJ/mol
E_LUMO (spin up / spin down) = -0.088 / -0.199 hartree
2S+1 = 5
E = -83233.075 eV

Last column: Mulliken spin population.
Cartesian coordinates (Å):
Co (1.72, 0.65, -0.11)  1.079
C (-2.71, -0.98, 1.56)  0.419
C (-3.17, -0.39, 0.34)  0.345
C (-2.26, -2.46, -0.13)  0.249
C (-2.10, -2.22, 1.25)  0.281
C (-3.01, -1.37, -0.68)  0.390
C (-2.91, -0.44, 2.93)  0.021
H (-3.32, 0.57, 2.89)  -0.005
H (-1.98, -0.44, 3.51)  0.011
H (-3.62, -1.07, 3.49)  0.021
C (-1.43, -3.12, 2.21)  0.023
H (-1.02, -2.55, 3.05)  -0.002
H (-0.61, -3.66, 1.72)  0.005
H (-2.14, -3.86, 2.62)  0.027
C (-1.72, -3.62, -0.87)  0.004
H (-2.45, -4.44, -0.88)  0.028
H (-0.79, -3.97, -0.40)  0.002
H (-1.50, -3.35, -1.92)  0.004
C (-3.60, -1.30, -2.04)  0.051
H (-4.57, -1.82, -2.06)  0.029
H (-2.97, -1.79, -2.81)  0.012
H (-3.78, -0.25, -2.33)  0.001
C (-3.69, 0.98, 0.14)  0.005
H (-4.73, 0.96, -0.24)  0.015
H (-3.09, 1.54, -0.60)  0.022
H (-3.67, 1.55, 1.07)  -0.001
C (3.30, 0.64, 0.78)  -0.031
C (2.35, 1.54, 1.45)  -0.080
C (2.38, 3.06, 1.24)  0.000
C (2.16, 3.41, -0.26)  -0.001
C (1.65, 2.23, -1.03)  -0.051
C (2.45, 1.30, -1.78)  -0.064
C (3.92, 1.03, -1.62)  0.007
C (4.40, 1.10, -0.13)  -0.004
H (3.34, 3.49, 1.58)  0.005
H (3.08, 3.80, -0.68)  0.001
H (1.62, 3.52, 1.88)  0.004
H (4.82, 2.09, 0.14)  -0.002
H (3.58, -0.23, 1.38)  0.006
H (2.52, 1.28, 2.51)  0.004
H (5.21, 0.38, 0.03)  -0.001
H (4.13, -0.01, -1.92)  0.002
H (2.09, 0.98, -2.77)  -0.010
H (4.51, 1.67, -2.28)  -0.001
H (1.43, 4.23, -0.31)  0.000
H (0.56, 2.32, -1.27)  -0.014
P (0.51, 0.70, 1.95)  0.138
C (0.97, -0.30, 3.41)  0.023
C (-0.42, 2.08, 2.65)  0.028
P (-0.72, -1.18, -3.02)  0.000
C (-0.28, -0.25, -1.55)  0.849
C (-0.86, 0.42, -3.93)  0.095
C (1.03, -1.74, -3.31)  -0.003
H (1.15, -1.34, 3.08)  -0.003
H (0.19, -0.25, 4.18)  0.000
H (1.91, 0.11, 3.80)  0.003
H (-0.33, 2.94, 1.98)  0.001
H (-0.01, 2.31, 3.65)  0.001
H (-1.48, 1.79, 2.72)  0.000
H (1.72, -0.89, -3.25)  -0.001
H (1.04, -2.20, -4.30)  0.001
H (1.30, -2.48, -2.54)  -0.002
H (0.71, 0.26, -1.63)  0.073
H (-0.99, 0.41, -1.04)  0.018
H (-1.29, 0.23, -4.91)  0.009
H (0.13, 0.88, -4.02)  -0.012
H (-1.52, 1.09, -3.36)  -0.001
N (1.37, -2.37, 0.53)  0.052
C (1.51, -1.22, 0.25)  -0.072

No. 2
Computed, not measured: a structure of composition C31H28F6N8O23S6Y at a distorted geometry, with ωB97M-V/def2-TZVPD.

## Properties
Gap between HOMO and LUMO = 6.14 eV
Charge = -1
E_LUMO = -0.003 hartree
2S+1 = 1
E = -173954.855 eV

Last column: Löwdin charge in e.
Cartesian coordinates (Å):
Y (-0.08, -0.23, 0.18)  1.626
N (-4.11, 1.30, -3.93)  -0.206
S (-3.92, 1.92, -2.47)  0.394
O (-4.89, 2.99, -2.20)  -0.320
O (-2.74, 1.79, -1.65)  -0.308
F (-4.73, 0.68, -1.91)  -0.228
S (-3.18, 2.72, -4.55)  0.643
O (-2.44, 3.68, -3.72)  -0.329
O (-4.08, 3.32, -5.57)  -0.343
F (-2.06, 1.81, -5.33)  -0.232
N (-1.35, -1.60, -0.86)  -0.403
S (-2.48, -2.67, -0.68)  0.489
O (-2.19, -4.10, -0.99)  -0.270
O (-3.85, -2.32, -0.71)  -0.224
F (-2.24, -2.60, 0.94)  -0.230
S (-1.46, -1.79, -2.63)  0.594
O (-2.72, -1.25, -3.16)  -0.237
O (-0.85, -2.93, -3.31)  -0.256
F (-0.52, -0.62, -2.95)  -0.154
N (0.00, 0.01, 2.35)  -0.428
S (0.12, 1.32, 3.10)  0.505
O (1.47, 1.46, 3.69)  -0.265
O (-1.14, 1.77, 3.73)  -0.247
F (-0.04, 2.04, 1.69)  -0.206
S (-0.38, -0.91, 3.77)  0.627
O (-1.77, -1.16, 3.95)  -0.227
O (0.42, -0.68, 4.99)  -0.260
F (0.25, -2.30, 3.24)  -0.190
C (0.75, 2.73, -2.18)  -0.205
O (0.42, 1.64, -1.23)  -0.485
H (0.51, 3.72, -1.80)  0.047
H (1.81, 2.82, -2.43)  0.037
H (0.32, 2.61, -3.17)  0.057
C (5.06, -5.15, -3.12)  -0.100
C (3.65, -5.22, -3.24)  -0.015
C (2.97, -4.07, -2.68)  0.034
C (3.71, -2.92, -2.26)  -0.087
C (5.11, -3.00, -2.20)  -0.017
C (5.75, -4.15, -2.56)  -0.106
N (3.02, -1.66, -1.81)  -0.260
O (1.80, -1.68, -1.48)  -0.015
O (3.68, -0.66, -1.67)  0.098
H (5.59, -5.97, -3.58)  0.106
H (3.08, -5.96, -3.79)  0.108
H (1.89, -3.99, -2.72)  0.109
H (5.82, -2.23, -1.94)  0.121
H (6.83, -4.10, -2.61)  0.116
C (-7.68, -0.16, 1.88)  -0.049
C (-6.56, -1.05, 1.96)  -0.056
C (-5.22, -0.59, 1.84)  -0.003
C (-4.92, 0.79, 1.71)  -0.076
C (-6.01, 1.69, 1.69)  0.015
C (-7.35, 1.22, 1.83)  -0.062
N (-3.44, 1.16, 1.61)  -0.215
O (-3.19, 2.39, 1.62)  0.084
O (-2.61, 0.34, 1.16)  -0.035
H (-8.72, -0.43, 1.92)  0.092
H (-6.55, -2.12, 2.06)  0.097
H (-4.59, -1.46, 1.90)  0.101
H (-5.92, 2.75, 1.53)  0.114
H (-8.13, 1.97, 1.78)  0.095
C (6.29, 3.20, 1.18)  -0.053
C (5.43, 3.05, 0.08)  -0.070
C (4.53, 2.03, 0.02)  0.012
C (4.43, 1.14, 1.14)  -0.088
C (5.25, 1.32, 2.21)  -0.028
C (6.19, 2.34, 2.28)  -0.051
N (3.34, 0.07, 1.25)  -0.188
O (2.21, 0.13, 0.69)  -0.105
O (3.63, -0.99, 1.86)  0.072
H (6.93, 4.06, 1.10)  0.104
H (5.46, 3.78, -0.71)  0.112
H (3.76, 1.94, -0.74)  0.112
H (5.10, 0.66, 3.05)  0.123
H (6.82, 2.46, 3.14)  0.108
C (4.65, -6.52, 0.44)  -0.054
C (3.37, -6.91, -0.07)  -0.059
C (2.34, -6.00, 0.01)  -0.048
C (2.47, -4.78, 0.63)  -0.082
C (3.77, -4.40, 1.17)  0.015
C (4.79, -5.30, 1.08)  -0.098
N (1.27, -3.86, 0.78)  -0.274
O (1.50, -2.67, 0.91)  -0.006
O (0.15, -4.41, 0.77)  0.099
H (5.47, -7.23, 0.35)  0.100
H (3.25, -7.86, -0.56)  0.106
H (1.43, -6.46, -0.33)  0.127
H (3.99, -3.42, 1.57)  0.098
H (5.67, -4.93, 1.58)  0.110
C (-3.18, 5.60, -1.04)  -0.057
C (-4.18, 6.17, -0.27)  -0.080
C (-4.19, 6.14, 1.12)  0.004
C (-3.00, 5.60, 1.70)  -0.133
C (-1.93, 5.11, 0.96)  -0.020
C (-2.09, 5.06, -0.40)  -0.061
N (-2.96, 5.59, 3.20)  -0.326
O (-2.01, 5.86, 3.90)  0.067
O (-4.10, 5.51, 3.70)  0.016
H (-3.32, 5.77, -2.10)  0.110
H (-5.02, 6.59, -0.80)  0.105
H (-5.07, 6.53, 1.62)  0.109
H (-1.02, 4.72, 1.39)  0.119
H (-1.34, 4.42, -0.84)  0.096

No. 3
Computed, not measured: an isolated molecule of C4H6OS at a distorted geometry, with ωB97M-V/def2-TZVPD.

## Properties
Gap between HOMO and LUMO = 9.07 eV
Relative energy (zero: lowest compared OMol25 entry of this formula, charge and spin) = 167.7 kJ/mol
E_LUMO = 0.025 hartree
2S+1 = 1
E = -17126.392 eV

Last column: natural (NBO) charge in e.
Cartesian coordinates (Å):
C (-1.57, 0.33, -0.01)  0.285
C (-0.52, -0.78, -0.10)  -0.559
C (0.77, -0.29, 0.50)  -0.230
C (1.80, 0.21, -0.21)  -0.381
H (-0.05, 1.40, 0.18)  0.506
H (-0.98, -1.69, 0.31)  0.266
H (-0.44, -1.08, -1.23)  0.244
H (0.73, -0.20, 1.62)  0.219
H (2.78, 0.63, 0.17)  0.230
H (1.70, 0.04, -1.27)  0.201
O (-1.05, 1.45, 0.01)  -0.635
S (-3.17, -0.03, 0.03)  -0.145

No. 4
Computed, not measured: a structure of composition C28H41O4Si2 at a distorted geometry, with ωB97M-V/def2-TZVPD.

## Properties
Gap between HOMO and LUMO = 5.11 eV
Charge = +1
Relative energy (zero: lowest compared OMol25 entry of this formula, charge and spin) = 375.6 kJ/mol
E_LUMO = -0.157 hartree
2S+1 = 1
E = -53638.725 eV

Last column: Löwdin charge in e.
Cartesian coordinates (Å):
C (1.17, 1.04, 3.46)  -0.145
Si (1.07, -0.68, 2.74)  0.417
C (2.36, -1.78, 3.51)  -0.150
C (-0.65, -1.38, 2.89)  -0.136
O (1.22, -0.64, 1.08)  -0.136
C (1.11, 0.33, 0.04)  -0.304
C (1.30, -0.30, -1.25)  -0.192
O (1.64, -1.59, -1.28)  -0.068
Si (2.85, -2.83, -1.24)  0.491
C (2.91, -3.45, 0.51)  -0.152
C (2.25, -4.13, -2.43)  -0.147
C (4.45, -2.04, -1.74)  -0.147
C (1.56, 0.48, -2.47)  -0.085
C (2.69, 1.49, -2.25)  -0.148
C (2.39, 2.28, -0.98)  -0.168
C (2.28, 1.33, 0.20)  -0.083
H (0.87, 0.98, 4.51)  0.052
H (2.19, 1.45, 3.42)  0.044
H (0.49, 1.75, 2.96)  0.028
H (2.09, -1.92, 4.57)  0.050
H (2.41, -2.77, 3.04)  0.016
H (3.36, -1.34, 3.48)  0.045
H (-0.78, -1.83, 3.88)  0.043
H (-1.39, -0.59, 2.75)  0.034
H (-0.82, -2.14, 2.12)  0.045
H (3.33, -4.46, 0.55)  0.056
H (3.53, -2.80, 1.14)  0.033
H (1.90, -3.49, 0.96)  0.041
H (2.97, -4.96, -2.51)  0.050
H (1.29, -4.55, -2.11)  0.038
H (2.12, -3.71, -3.44)  0.043
H (5.21, -2.83, -1.92)  0.052
H (4.35, -1.46, -2.67)  0.038
H (4.84, -1.39, -0.95)  0.040
H (1.77, -0.18, -3.32)  0.146
H (0.61, 1.01, -2.61)  0.141
H (3.66, 0.99, -2.16)  0.117
H (2.76, 2.16, -3.12)  0.130
H (3.18, 3.02, -0.79)  0.135
H (1.46, 2.84, -1.12)  0.118
H (2.16, 1.91, 1.13)  0.109
H (3.15, 0.67, 0.27)  0.151
C (-4.21, 6.32, 0.96)  -0.048
O (-2.79, 6.03, 1.07)  -0.082
C (-2.30, 4.85, 0.61)  -0.254
C (-0.96, 4.54, 0.94)  0.014
C (-0.43, 3.30, 0.68)  -0.031
C (-1.22, 2.30, 0.02)  -0.200
C (-0.72, 0.97, -0.22)  0.000
C (-1.62, -0.14, -0.23)  -0.193
C (-1.44, -1.28, -1.05)  0.046
C (-2.48, -2.16, -1.26)  -0.142
C (-3.73, -2.03, -0.60)  -0.211
O (-4.64, -2.98, -0.95)  -0.007
C (-4.00, -3.86, -1.96)  -0.095
C (-2.57, -3.34, -2.18)  -0.100
C (-3.92, -0.97, 0.28)  0.018
C (-2.91, -0.05, 0.43)  -0.045
C (-2.51, 2.67, -0.40)  -0.035
C (-3.05, 3.91, -0.13)  0.004
H (-4.32, 7.29, 1.44)  0.095
H (-4.52, 6.39, -0.09)  0.094
H (-4.83, 5.58, 1.48)  0.100
H (-0.37, 5.30, 1.44)  0.127
H (0.59, 3.10, 0.98)  0.092
H (0.25, 1.04, 0.58)  0.119
H (-0.51, -1.42, -1.58)  0.106
H (-4.03, -4.89, -1.57)  0.126
H (-4.61, -3.81, -2.88)  0.127
H (-2.42, -3.07, -3.23)  0.125
H (-1.84, -4.11, -1.91)  0.118
H (-4.88, -0.91, 0.80)  0.131
H (-3.13, 0.79, 1.09)  0.124
H (-3.14, 1.98, -0.95)  0.124
H (-4.06, 4.18, -0.46)  0.116

Q: E of number 4 (C28H41O4Si2)?
A: -53638.725 eV

Q: What is the formula in the third record?
A: C4H6OS

Q: What is the 2S+1 in the third record?
A: 1